Below is C27H36ClN2OPdS as an isolated structure, with properties calculated with ωB97M-V/def2-TZVPD.

ORCA input file:
```
! RIJCOSX wB97M-V def2-TZVPD def2/J DEFGRID3
* xyz 3 1
C -2.781 2.365 1.072
H -3.320 -2.090 1.131
H -1.340 5.090 2.489
C -1.912 4.929 0.425
C 4.109 -0.674 1.256
C -2.909 2.842 -0.232
H 3.827 -1.204 -1.311
Cl 1.852 -8.096 0.247
H 1.234 3.738 1.616
C 3.071 2.623 -0.149
H -1.360 -0.704 -1.774
C -2.434 -0.788 -1.906
N 3.651 0.252 0.211
C -2.191 3.175 2.045
H 1.175 -3.905 2.462
H 3.212 2.627 -1.230
H 5.170 -0.064 -1.243
H -2.621 4.503 -1.555
H 0.592 -1.925 1.237
H 3.620 0.461 -1.897
H 1.004 2.445 -1.848
C -3.229 -1.195 -0.832
C 4.023 1.650 0.516
H -0.284 2.449 -0.616
H -1.579 5.928 0.174
C -3.002 -0.506 -3.135
C -2.486 4.123 -0.551
H 1.487 -6.320 2.421
C -2.606 -1.615 0.457
C 4.085 -0.161 -1.134
N 1.667 2.272 0.148
C 1.574 -4.356 -0.941
C -4.382 -0.592 -3.295
H -4.017 0.640 0.713
S -1.882 -0.231 1.451
H -2.103 2.815 3.064
H 3.844 -1.697 0.991
H 1.920 -6.227 -1.877
C -4.612 -1.269 -0.998
C 1.264 2.649 1.512
Pd 1.460 0.081 0.203
H 3.652 -0.413 2.211
H -4.835 -0.324 -4.239
H 1.970 2.258 2.244
C -5.181 -0.990 -2.231
H 5.041 1.857 0.172
H 0.728 3.882 -0.855
O -0.788 0.364 0.583
H 1.606 -3.814 -1.878
C 1.318 -3.644 0.289
H 0.269 2.260 1.721
H 3.289 3.634 0.210
C -1.765 4.453 1.724
H -3.387 2.224 -0.984
H -6.248 -1.095 -2.366
C 1.334 -4.408 1.516
H 4.015 1.786 1.597
C 1.502 -5.752 1.500
H -3.670 0.961 2.437
H -5.238 -1.608 -0.181
C 0.727 2.787 -0.851
H -1.755 -2.281 0.296
H 5.195 -0.627 1.380
H -2.385 -0.212 -3.973
C 1.692 -6.428 0.268
C 0.977 -2.321 0.293
C -3.275 1.004 1.422
C 1.747 -5.700 -0.949
H 0.674 -1.889 -0.672
*
```

Output
gap between HOMO and LUMO (alpha / beta) = 3.865 / 3.866 eV
lowest unoccupied orbital energy (alpha / beta) = -12.19 / -12.19 eV
E_tot = -2220.367408 hartree